Formula: C13H29FN3O6P2S2
Source: OMol25
Level of theory: the ωB97M-V functional and the def2-TZVPD basis

* total charge: +1
* molecular weight: 468.47 g/mol
* electronic energy: -2707.1254 Eh
* LUMO energy: -4.613 eV
* HOMO energy: -0.445 Eh

Atoms and positions in Å:
C 1.45 -2.65 -2.01
C 1.22 -1.43 -2.88
O 2.41 -0.89 -3.44
C 0.41 -0.30 -2.26
C 1.04 0.47 -1.11
P 0.21 2.14 -1.28
O 0.41 2.76 -2.60
C 0.67 0.08 0.39
C 0.01 -1.25 0.68
N 1.90 0.35 1.14
C 2.86 0.00 0.21
N 3.87 -0.75 0.58
S 5.13 -1.36 -0.38
O 4.60 -1.97 -1.53
O 5.91 -2.08 0.54
F 5.86 -0.08 -0.77
N 2.55 0.46 -1.03
P 3.41 1.87 -1.59
S 3.40 3.28 -0.26
H 1.89 -3.43 -2.62
H 2.08 -2.44 -1.15
H 0.50 -3.03 -1.64
H 0.61 -1.80 -3.71
H 2.81 -1.55 -4.01
H -0.52 -0.74 -1.90
H 0.12 0.36 -3.07
H -1.14 1.77 -1.09
H 0.54 2.96 -0.18
H -0.09 0.80 0.71
H -0.87 -1.42 0.06
H 0.71 -2.09 0.63
H -0.34 -1.21 1.71
H 2.01 1.30 1.47
H 3.90 -0.99 1.57
H 2.85 2.18 -2.83
H 4.72 1.46 -1.83
C -3.17 0.08 4.69
C -1.71 0.34 4.41
O -1.36 1.03 3.47
C -0.71 -0.28 5.35
H -3.78 0.58 3.95
H -3.36 -1.00 4.65
H -3.43 0.45 5.68
H -0.81 -1.37 5.34
H -0.87 0.08 6.36
H 0.30 -0.01 5.04
C -4.58 1.24 -0.11
C -4.24 0.77 -1.51
O -3.11 0.46 -1.82
C -5.37 0.71 -2.50
H -3.68 1.24 0.50
H -4.98 2.25 -0.14
H -5.31 0.57 0.34
H -5.81 1.70 -2.62
H -6.14 0.02 -2.14
H -5.00 0.36 -3.46


Formula: C13H21N4
Source: OMol25
Level of theory: the ωB97M-V functional and the def2-TZVPD basis

* total charge: +1
* molecular weight: 233.34 g/mol
* electronic energy: -726.7049 Eh
* LUMO energy: -2.389 eV
* energy above the lowest of the compared OMol25 structures with the same formula, charge and spin: 50.0 kcal/mol
* HOMO energy: -0.433 Eh

Atoms and positions in Å:
C -0.27 -1.60 0.96
N -1.29 -1.20 -0.02
C -1.78 0.12 0.30
C -1.24 -1.70 -1.35
N -2.61 -2.64 -1.82
C -3.12 -2.52 -3.20
C -2.44 -1.43 -4.03
C -1.52 -1.86 -4.97
C -0.76 -0.93 -5.65
C -0.95 0.44 -5.42
C -1.91 0.86 -4.49
C -2.71 -0.07 -3.82
C -2.81 -3.95 -1.44
N -3.79 -4.66 -2.01
C -4.10 -5.86 -1.30
C -3.01 -5.93 -0.24
N -2.28 -4.68 -0.42
H -0.50 -1.12 1.93
H -0.27 -2.68 1.13
H 0.76 -1.34 0.64
H -1.68 0.27 1.40
H -1.22 0.91 -0.23
H -2.83 0.24 0.04
H -1.10 -0.84 -2.16
H -0.60 -2.61 -1.26
H -4.25 -2.35 -3.21
H -2.91 -3.49 -3.73
H -1.43 -2.93 -5.17
H -0.02 -1.26 -6.37
H -0.32 1.18 -5.93
H -2.04 1.93 -4.30
H -3.51 0.25 -3.16
H -4.30 -4.33 -2.83
H -4.07 -6.71 -1.99
H -5.11 -5.77 -0.88
H -2.33 -6.76 -0.41
H -3.35 -5.95 0.79
H -1.43 -4.42 0.06


Formula: C22H40N2O25S5
Source: OMol25
Level of theory: the ωB97M-V functional and the def2-TZVPD basis

* molecular weight: 892.89 g/mol
* electronic energy: -4843.5011 Eh
* LUMO energy: 0.021 eV
* energy above the lowest of the compared OMol25 structures with the same formula, charge and spin: 86.4 kcal/mol
* HOMO energy: -0.359 Eh

Atoms and positions in Å:
C -2.77 0.63 5.68
C -1.53 1.28 4.93
O -1.09 2.37 5.39
N -0.83 0.73 3.75
C -1.74 0.43 2.62
C -1.37 0.98 1.14
O -2.79 -0.25 2.69
C 0.08 -0.40 4.09
C -0.51 -1.85 4.42
C 0.34 -3.08 3.81
C 0.51 -4.29 4.89
O -0.47 -3.62 2.71
C 1.08 -0.15 5.36
C 2.45 0.51 4.78
C 3.63 -0.57 4.52
N 4.17 -1.17 5.77
C 1.85 0.87 3.32
O 1.98 1.90 2.64
O 1.07 -0.31 3.00
H -2.58 -0.43 6.07
H -3.69 0.64 4.98
H -3.05 1.33 6.55
H -1.32 0.05 0.48
H -0.42 1.60 1.13
H -2.29 1.56 0.77
H -0.48 -1.99 5.57
H -1.60 -2.01 4.12
H 1.39 -2.80 3.50
H 0.50 -5.26 4.27
H 1.57 -4.18 5.31
H -0.27 -4.27 5.71
H -0.06 -3.35 1.86
H 1.49 -1.14 5.78
H 0.65 0.38 6.27
H 2.89 1.35 5.40
H 3.23 -1.41 3.84
H 4.52 -0.12 3.96
H 3.49 -1.21 6.53
H 5.06 -0.75 6.06
O 0.30 -3.77 -0.60
S -0.34 -3.98 -1.86
O -0.02 -5.07 -2.73
O -0.23 -2.60 -2.70
C -1.54 -2.14 -3.03
C -2.44 -2.66 -1.93
O -1.95 -3.96 -1.63
H -1.82 -2.56 -4.00
H -1.56 -1.05 -3.10
H -3.49 -2.71 -2.23
H -2.36 -2.05 -1.03
O -0.57 2.72 -4.17
S -1.14 2.50 -2.88
O -0.99 1.27 -2.16
O -2.72 2.87 -2.95
C -3.01 3.90 -2.00
C -1.73 4.69 -1.85
O -0.68 3.71 -1.90
H -3.29 3.42 -1.06
H -3.84 4.51 -2.35
H -1.69 5.25 -0.92
H -1.59 5.38 -2.69
O 6.56 4.33 -0.40
S 5.34 4.03 -1.08
O 5.12 4.33 -2.46
O 4.11 4.67 -0.22
C 3.20 3.63 0.15
C 4.04 2.37 0.25
O 4.98 2.47 -0.83
H 2.45 3.55 -0.63
H 2.72 3.88 1.10
H 3.45 1.47 0.16
H 4.61 2.34 1.19
O -0.93 -9.75 -6.31
S -1.55 -9.91 -5.03
O -2.59 -10.86 -4.78
O -2.04 -8.46 -4.51
C -1.42 -8.15 -3.26
C -0.10 -8.90 -3.28
O -0.38 -10.14 -3.92
H -2.07 -8.52 -2.46
H -1.29 -7.08 -3.15
H 0.30 -9.06 -2.28
H 0.65 -8.36 -3.88
O -3.44 8.28 -6.05
S -2.44 7.38 -5.57
O -2.69 6.40 -4.56
O -1.13 8.25 -5.14
C 0.00 7.81 -5.90
C -0.57 7.29 -7.21
O -1.78 6.63 -6.85
H 0.50 7.02 -5.34
H 0.70 8.64 -6.05
H 0.11 6.61 -7.71
H -0.82 8.12 -7.89